Record 1
C10H12ClHfNO4 | ωB97M-V/def2-TZVPD

Geometry as ORCA input:
```
! RIJCOSX wB97M-V def2-TZVPD def2/J DEFGRID3
* xyz 2 1
Cl -1.404 2.453 -0.833
C -0.919 -1.757 -0.837
C 0.468 -2.003 -0.601
C 1.231 -1.098 -1.384
H 0.846 -2.838 -0.019
C 0.333 -0.231 -2.110
C -1.021 -0.613 -1.731
H -1.932 -0.265 -2.227
H -1.755 -2.374 -0.500
H 2.319 -1.094 -1.467
C 0.653 0.777 -3.170
Hf -0.054 0.213 0.151
C 1.961 1.288 0.273
O 3.025 1.735 0.366
C -2.020 1.462 0.831
O -2.978 1.846 1.425
H 1.578 1.315 -2.910
H -0.187 1.486 -3.269
H 0.804 0.269 -4.145
N 0.433 -0.608 4.430
C -0.519 -1.722 4.028
C -0.281 -1.974 2.569
O -0.350 -3.085 2.059
O -0.029 -0.796 1.942
H 1.397 -0.734 4.056
H 0.519 -0.558 5.462
H 0.148 0.331 4.087
H -0.354 -2.583 4.715
H -1.552 -1.382 4.136
*
```

For the molar mass, the calculation gives 424.15 g mol⁻¹. For the HOMO energy, the calculation gives -16.257 eV. The total energy is -34058.525 eV. Its LUMO energy is -9.141 eV.



Record 2
H24HeNeO12 | ωB97M-V/def2-TZVPD

Geometry as ORCA input:
```
! RIJCOSX wB97M-V def2-TZVPD def2/J DEFGRID3
* xyz 0 1
He -0.096 -0.584 0.435
Ne 2.253 -2.488 1.272
O 0.655 1.080 -2.873
H 1.069 0.936 -2.022
H 0.032 0.359 -2.962
O -2.504 -2.501 0.866
H -2.964 -2.201 1.650
H -2.927 -3.329 0.641
O -2.872 -0.330 -0.655
H -2.698 -1.197 -0.288
H -2.446 -0.343 -1.512
O -1.397 -0.883 -2.914
H -0.639 -1.383 -2.610
H -1.622 -1.277 -3.757
O -0.892 0.881 3.980
H -1.215 1.140 4.843
H -0.511 0.014 4.117
O 0.593 3.585 0.054
H 0.405 3.950 0.919
H -0.163 3.031 -0.142
O 0.851 -1.968 -2.073
H 1.422 -2.037 -2.838
H 1.310 -1.370 -1.483
O 3.661 2.216 1.430
H 3.705 3.075 1.849
H 2.767 1.915 1.592
O -0.332 -3.733 -0.251
H 0.014 -3.324 -1.044
H -0.873 -3.055 0.153
O -1.831 2.319 -0.577
H -1.658 2.648 -1.459
H -2.256 1.473 -0.716
O 1.413 0.766 2.123
H 1.992 0.444 2.814
H 0.530 0.615 2.461
O 2.268 0.297 -0.630
H 1.871 0.461 0.225
H 3.084 0.797 -0.615
*
```

For the molar mass, the calculation gives 240.36 g mol⁻¹. For the HOMO energy, the calculation gives -10.358 eV. The total energy is -28548.271 eV. Its LUMO energy is -0.132 eV.



Record 3
C20H29N5OS | ωB97M-V/def2-TZVPD

Geometry as ORCA input:
```
! RIJCOSX wB97M-V def2-TZVPD def2/J DEFGRID3
* xyz 0 1
C 3.473 1.560 3.791
H 3.159 1.441 4.826
H 4.011 2.502 3.709
C 2.265 1.562 2.861
C 1.438 0.277 2.932
H 0.453 0.460 2.500
H 1.291 -0.003 3.976
C 2.092 -0.888 2.176
N 1.504 -2.170 2.511
C 0.230 -2.488 2.222
N -0.542 -1.771 1.357
N -0.178 -0.832 0.464
C -1.065 -0.494 -0.397
C -0.868 0.479 -1.422
C 0.207 1.282 -1.715
N -0.062 1.982 -2.847
N -1.368 1.740 -3.232
C -1.894 2.292 -4.402
C -1.050 2.833 -5.370
C -1.586 3.397 -6.513
C -2.956 3.422 -6.708
C -3.792 2.870 -5.752
C -3.274 2.312 -4.599
H -3.920 1.874 -3.858
H -4.861 2.878 -5.900
H -3.367 3.862 -7.604
H -0.924 3.814 -7.258
H 0.023 2.794 -5.250
C -1.915 0.763 -2.395
O -3.028 0.291 -2.506
H 0.353 2.873 -3.081
C 1.507 1.411 -1.021
H 2.205 0.657 -1.385
H 1.944 2.395 -1.184
H 1.352 1.241 0.040
H -2.058 -0.958 -0.405
H -1.486 -2.161 1.276
S -0.541 -3.805 2.892
C 2.274 -3.112 3.301
H 1.940 -4.112 3.013
C 2.110 -2.959 4.819
C 3.115 -2.000 5.452
C 2.900 -1.881 6.956
H 3.626 -1.201 7.395
H 3.005 -2.853 7.434
H 1.902 -1.505 7.169
H 3.026 -1.013 5.000
H 4.128 -2.364 5.260
H 2.229 -3.942 5.277
H 1.091 -2.629 5.029
H 3.326 -3.006 3.024
H 1.995 -0.719 1.101
H 3.151 -0.946 2.429
H 2.605 1.720 1.835
H 1.623 2.404 3.129
H 4.164 0.758 3.543
*
```

For the molar mass, the calculation gives 387.55 g mol⁻¹. Its SMILES is CCCCN(CCCC)C(=S)N/N=C/c1c(C)[nH]n(-c2ccccc2)c1=O. For the HOMO energy, the calculation gives -7.672 eV. The total energy is -41543.102 eV. Its LUMO energy is 0.349 eV.